1.
Density functional theory data (ωB97M-V/def2-TZVPD) for a molecular structure, C16H33ClNiP2 in a non-equilibrium geometry.

Structure (ORCA input):
```
! wB97M-V def2-TZVPD RIJCOSX def2/J DEFGRID3
* xyz 0 3
P -0.5529 -1.2105 -5.5176
P 0.6597 1.9999 -4.2762
C 0.3161 0.1628 -6.4818
C 1.3081 1.0544 -5.7209
H -0.4594 0.7698 -6.9664
H 0.8469 -0.3508 -7.2940
H 2.1821 0.4590 -5.4208
H 1.6888 1.8401 -6.3943
C 0.0834 3.5616 -5.0483
H 0.0630 4.3593 -4.2984
H -0.9033 3.4766 -5.5186
H 0.8003 3.8553 -5.8315
C 1.9706 2.6766 -3.2544
H 2.2956 3.6214 -3.7096
H 2.8205 1.9880 -3.1888
H 1.5952 2.8872 -2.2431
C -2.0065 -2.2578 -6.2640
H -1.8490 -3.3209 -6.0444
H -1.9873 -2.1139 -7.3529
H -3.0246 -2.0220 -5.9237
C 0.3912 -2.5954 -6.5259
H 1.4938 -2.5249 -6.4805
H 0.0889 -2.5554 -7.5833
H 0.1182 -3.5888 -6.1254
Ni 0.9430 0.9477 -0.1514
C -1.3380 1.2573 -4.7342
C -1.9530 -0.0708 -4.9020
C -2.5791 -0.8115 -3.6886
C -1.6351 -1.8580 -2.9847
C -0.5209 -2.3282 -3.8334
C 0.6160 -1.5099 -4.2269
C 0.8303 -0.3054 -3.2929
C -0.2661 0.8365 -3.3381
C 1.4121 -0.8938 0.0661
H -2.0345 2.0492 -4.4195
H -2.7395 0.0156 -5.6665
H -3.4365 -1.4013 -4.0456
H -2.9823 -0.1036 -2.9514
H -1.2829 -1.4783 -2.0149
H -2.2566 -2.7338 -2.7474
H -0.4364 -3.4039 -4.0112
H 1.5595 -1.9857 -4.5199
H 1.8545 0.0815 -3.4651
H 0.8762 -0.6233 -2.2438
H -1.1116 0.5007 -2.7083
H -0.1894 1.5774 -2.4659
H 2.1995 -0.8198 0.8403
H 1.8111 -1.3905 -0.8302
H 0.4997 -1.3980 0.4470
Cl -0.5871 2.6243 -0.1643
C 1.1448 2.7829 0.0818
H 1.6307 3.3841 -0.6932
H 1.3686 3.0694 1.1181
*
```

Properties
F_max (eV Å⁻¹): 5.635
E_LUMO (spin up / spin down) (eV): -0.063 / -0.625
Energy above the lowest of the compared OMol25 structures with the same formula, charge and spin (kcal/mol): 243.6
Frontier orbital gap (spin up / spin down) (eV): 6.05 / 5.51
Highest occupied orbital energy (spin up / spin down) (eV): -6.12 / -6.13


2.
Density functional theory data (ωB97M-V/def2-TZVPD) for 2 unconnected molecules or ions with the total composition C3H4N3S in a non-equilibrium geometry.

Structure (ORCA input):
```
! wB97M-V def2-TZVPD RIJCOSX def2/J DEFGRID3
* xyz 1 1
C 1.4923 -1.0567 2.3906
C 2.1873 0.1465 2.5015
C -0.8647 0.5830 -1.1817
N 0.6527 -1.0425 1.4089
N 1.6105 0.9073 1.5510
N 0.8467 0.2336 0.8800
S 3.2581 0.5435 3.6175
H 1.8676 -1.9419 2.8764
H -1.4779 1.0068 -0.3036
H -0.9166 -0.4346 -1.4843
H -0.2262 1.2265 -1.6846
*
```

Properties
F_max (eV Å⁻¹): 5.243
E_LUMO (eV): -7.856
Energy above the lowest of the compared OMol25 structures with the same formula, charge and spin (kcal/mol): 112.2
Frontier orbital gap (eV): 6.17
Highest occupied orbital energy (eV): -14.03


3.
Density functional theory data (ωB97M-V/def2-TZVPD) for a molecular structure, C25H24O15V2 in a non-equilibrium geometry.

Structure (ORCA input):
```
! wB97M-V def2-TZVPD RIJCOSX def2/J DEFGRID3
* xyz 0 1
O 21.0873 14.2489 10.5050
V 22.2008 15.3934 10.3470
O 21.6656 16.7503 10.8862
O 23.5082 13.8354 5.9436
V 24.7026 14.1965 6.9379
O 26.0127 13.4790 6.3822
C 24.6545 15.3960 9.3411
O 23.7163 14.6686 8.8826
O 25.7918 15.2034 8.8433
O 24.2608 16.3609 10.0700
C 31.4784 16.0719 10.3688
C 30.2926 15.4296 10.6687
C 29.3068 15.2936 9.7048
C 29.5334 15.7539 8.4187
C 30.7495 16.3747 8.1121
C 31.6944 16.5691 9.0918
O 32.8341 17.2847 8.7929
O 28.1423 14.6391 10.0169
H 32.2921 16.1168 11.0843
H 30.0688 14.9759 11.6266
H 28.8982 15.6183 7.5525
H 30.9163 16.6699 7.0846
H 33.4423 17.2099 9.5347
H 27.3960 15.0140 9.5114
C 27.4789 18.1468 11.1396
C 28.5665 19.0035 11.1128
C 29.1076 19.4290 12.3130
C 28.5699 18.9774 13.5377
C 27.4924 18.1040 13.5339
C 26.9705 17.6647 12.3289
O 25.9887 16.7122 12.3169
O 30.2124 20.2404 12.2956
H 27.0130 17.8100 10.2185
H 29.0038 19.4204 10.2152
H 28.9187 19.2763 14.5186
H 26.9744 17.8772 14.4572
H 25.4851 16.6336 11.4993
H 30.6545 20.1663 13.1468
C 26.2661 10.4527 10.4379
C 26.2524 11.8275 10.5601
C 25.9043 12.3842 11.7710
C 25.4888 11.5640 12.8168
C 25.5794 10.1742 12.7175
C 25.9611 9.6163 11.4934
O 25.9802 8.2460 11.3933
O 25.8008 13.7410 11.9533
H 26.5266 9.9972 9.4850
H 26.5162 12.4680 9.7270
H 25.0910 11.9924 13.7268
H 25.1684 9.5229 13.4760
H 26.4699 8.0282 10.5907
H 26.4866 14.2279 11.4686
C 23.7260 21.1984 11.2351
C 23.3235 21.7555 12.4570
C 23.2055 20.9649 13.5826
C 23.2796 19.5874 13.4489
C 23.6185 18.9859 12.2472
C 23.8917 19.8331 11.1615
O 24.2379 19.2785 9.9557
O 23.0467 21.4739 14.8445
H 23.8648 21.8129 10.3583
H 23.2056 22.8265 12.5811
H 23.1439 18.9830 14.3390
H 23.7586 17.9195 12.2191
H 24.3786 18.3291 10.0336
H 22.4938 22.2586 14.8778
*
```

Properties
F_max (eV Å⁻¹): 4.112
E_LUMO (eV): -3.597
Frontier orbital gap (eV): 4.16
Highest occupied orbital energy (eV): -7.76


4.
Density functional theory data (ωB97M-V/def2-TZVPD) for a molecular structure, C7H13B3ClF3NO5P in a non-equilibrium geometry.

Structure (ORCA input):
```
! wB97M-V def2-TZVPD RIJCOSX def2/J DEFGRID3
* xyz 0 1
O -2.4141 5.7811 1.3163
P -2.2163 4.8223 2.6759
Cl -3.6714 5.5070 3.9971
B -2.7222 3.0543 2.0750
O -2.3990 1.8739 2.7420
B -2.9650 0.7347 2.1456
O -3.0432 0.5664 0.7555
B -2.7325 1.8375 0.2334
C -1.6688 2.1083 -0.9143
C -0.4702 1.0959 -0.7676
C 0.7860 1.8062 -0.2276
F 0.9906 3.1351 -0.3644
C 1.7145 1.0951 0.3790
F 2.6326 1.6035 1.1709
F 1.7037 -0.2146 0.1606
O -3.4176 2.9087 0.8634
H -1.5383 5.9424 0.9307
H -3.3761 -0.1704 2.7948
H -1.3105 3.1461 -0.7682
H -2.1527 2.0168 -1.9030
H -0.6798 0.2565 -0.0915
H -0.2201 0.7398 -1.7860
C 0.9351 -4.1774 -1.1656
O 0.2250 -3.1914 -1.1179
N 2.2817 -4.1581 -1.2726
C 3.0705 -5.3727 -1.3248
C 2.9565 -2.8738 -1.3372
H 0.5195 -5.1988 -1.1238
H 3.7709 -5.3869 -0.4867
H 3.6301 -5.4022 -2.2625
H 2.4291 -6.2506 -1.2663
H 2.7299 -2.3037 -0.4366
H 2.5900 -2.3175 -2.2018
H 4.0323 -3.0136 -1.4216
*
```

Properties
F_max (eV Å⁻¹): 2.307
E_LUMO (eV): -0.143
Frontier orbital gap (eV): 8.64
Highest occupied orbital energy (eV): -8.79